1 | The following is a quantum chemistry calculation of a molecular structure, C23H34BaCl2N3O3, from the Open Molecules 2025 dataset.

Computed properties:
**Highest occupied orbital energy**: -0.171 Eh
**Orbital gap**: 6.807 eV

Geometry as ORCA input:
```
! RIJCOSX wB97M-V def2-TZVPD def2/J DEFGRID3
* xyz -1 1
O -2.402 -0.059 -0.388
C -3.000 -1.187 -0.774
C -3.730 -1.872 0.417
C -3.216 -1.798 1.713
H -2.314 -1.210 1.918
C -3.857 -2.486 2.752
H -3.433 -2.423 3.753
C -5.012 -3.235 2.499
H -5.505 -3.770 3.314
C -5.529 -3.296 1.201
H -6.425 -3.877 0.983
C -4.892 -2.605 0.165
H -5.271 -2.627 -0.861
H -3.786 -0.922 -1.517
C -1.596 -1.726 -2.918
C -2.017 -2.170 -1.540
H -1.648 -2.556 -3.648
H -0.552 -1.354 -2.940
H -2.262 -0.928 -3.273
C -1.721 -3.386 -1.059
C -0.873 -4.431 -1.726
H -2.129 -3.709 -0.093
H -1.423 -5.384 -1.819
H 0.027 -4.628 -1.121
H -0.526 -4.124 -2.724
Ba 0.355 -0.889 -0.077
Cl 0.672 -1.277 2.800
Cl 2.312 -2.827 -1.078
C 3.564 -0.324 0.486
O 2.806 0.612 0.136
N 4.891 -0.349 0.374
C 5.636 0.769 -0.192
C 5.653 -1.514 0.787
H 3.129 -1.246 0.907
H 4.933 1.498 -0.599
H 6.297 0.394 -0.983
H 6.264 1.236 0.578
H 4.936 -2.270 1.114
H 6.343 -1.261 1.609
H 6.240 -1.904 -0.050
H 1.070 3.090 -4.418
H -1.158 4.530 -3.857
C 0.340 2.267 -4.405
C -1.663 3.563 -3.711
N -0.700 2.514 -3.411
H 0.847 1.324 -4.186
C -0.633 1.977 -2.186
O 0.323 1.279 -1.776
H -2.361 3.637 -2.869
H -1.519 2.181 -1.552
H -0.137 2.222 -5.389
H -2.214 3.320 -4.627
N -0.030 2.454 1.331
C 0.689 2.814 2.448
C 0.278 3.889 3.275
C 1.079 4.279 4.351
C 2.244 3.577 4.673
C 2.617 2.467 3.900
C 1.851 2.101 2.795
H -0.929 2.895 1.177
H 0.463 2.189 0.483
H -0.639 4.422 3.014
H 0.783 5.148 4.944
H 2.860 3.879 5.520
H 3.496 1.875 4.147
H 2.105 1.223 2.202
*
```

---

2 | The following is a quantum chemistry calculation of a molecular structure, C23H34BaCl2N3O3, from the Open Molecules 2025 dataset.

Computed properties:
**Highest occupied orbital energy (alpha / beta)**: -0.074 / -0.074 Eh
**Orbital gap (alpha / beta)**: 4.193 / 4.193 eV

Geometry as ORCA input:
```
! RIJCOSX wB97M-V def2-TZVPD def2/J DEFGRID3
* xyz -1 1
O 2.889 0.689 -2.729
C 2.320 1.671 -3.246
C 2.052 3.040 -2.716
C 1.302 3.201 -1.559
H 0.832 2.329 -1.098
C 1.089 4.487 -1.047
H 0.556 4.571 -0.103
C 1.604 5.583 -1.754
H 1.588 6.579 -1.310
C 2.181 5.411 -3.039
H 2.557 6.257 -3.622
C 2.353 4.128 -3.549
H 2.738 3.919 -4.558
H 1.669 1.432 -4.133
C 0.005 -0.793 -3.693
C -0.805 0.172 -2.958
H -0.205 -0.598 -4.759
H -0.325 -1.823 -3.467
H 1.097 -0.818 -3.546
C -1.283 1.407 -3.081
C -2.641 1.346 -3.759
H -0.905 2.403 -2.782
H -2.887 2.205 -4.400
H -3.452 1.186 -3.017
H -2.564 0.422 -4.373
Ba -1.526 -0.716 -0.846
Cl -0.947 1.617 0.795
Cl -4.540 -0.346 -1.153
C -3.561 -1.635 1.604
O -2.406 -1.985 1.249
N -4.330 -2.353 2.411
C -3.835 -3.590 2.987
C -5.738 -2.050 2.583
H -4.023 -0.708 1.221
H -2.743 -3.595 2.932
H -4.246 -4.453 2.447
H -4.170 -3.641 4.025
H -5.940 -1.127 2.035
H -5.958 -1.927 3.649
H -6.351 -2.870 2.187
H 2.685 -4.524 -0.228
H 4.744 -3.082 -0.761
C 2.081 -3.905 -0.907
C 4.102 -2.583 -1.499
N 2.724 -2.604 -1.043
H 1.068 -3.785 -0.519
C 2.039 -1.488 -0.809
O 0.851 -1.494 -0.441
H 4.423 -1.551 -1.635
H 2.604 -0.546 -0.978
H 2.058 -4.402 -1.888
H 4.190 -3.127 -2.451
N 1.598 0.058 2.044
C 1.286 0.146 3.351
C 2.314 0.301 4.330
C 1.968 0.503 5.665
C 0.624 0.505 6.059
C -0.391 0.295 5.108
C -0.066 0.092 3.776
H 2.569 0.091 1.748
H 0.875 0.237 1.341
H 3.352 0.293 3.990
H 2.760 0.647 6.400
H 0.364 0.653 7.107
H -1.441 0.287 5.403
H -0.830 -0.045 3.007
*
```

---

Which of them is the most stable? Correct choice: 1.

---

1 | The following is a quantum chemistry calculation of a single C3H4S molecule, from the Open Molecules 2025 dataset.

Computed properties:
**Highest occupied orbital energy (alpha / beta)**: -0.236 / -0.401 Eh
**Expectation value of S²**: 2.01
**Orbital gap (alpha / beta)**: 6.722 / 10.466 eV

Geometry as ORCA input:
```
! RIJCOSX wB97M-V def2-TZVPD def2/J DEFGRID3
* xyz 0 3
C -0.675 -0.027 -1.037
C -0.436 -0.502 0.321
C 0.749 0.292 0.813
S -0.393 0.823 -2.216
H -1.367 -0.523 0.875
H -0.090 -1.557 0.156
H 1.512 0.146 0.051
H 0.699 1.348 1.037
*
```

---

2 | The following is a quantum chemistry calculation of a single C3H4S molecule, from the Open Molecules 2025 dataset.

Computed properties:
**Highest occupied orbital energy (alpha / beta)**: -0.245 / -0.352 Eh
**Expectation value of S²**: 2.01
**Orbital gap (alpha / beta)**: 7.606 / 8.415 eV

Geometry as ORCA input:
```
! RIJCOSX wB97M-V def2-TZVPD def2/J DEFGRID3
* xyz 0 3
C 0.377 -0.372 -0.841
C -0.080 0.818 -0.076
C 0.017 0.035 1.192
S -1.661 0.336 0.717
H -0.384 -1.077 -0.846
H 1.357 -0.609 -1.326
H 0.129 1.823 -0.207
H 0.244 -0.955 1.387
*
```

---

Which of them is the most stable? Correct choice: 1.

---

1 | The following is a quantum chemistry calculation of a single C3H7N2P molecule, from the Open Molecules 2025 dataset.

Computed properties:
**SMILES string**: C=N/N=C/CP
**Highest occupied orbital energy**: -0.325 Eh
**Orbital gap**: 9.785 eV

Geometry as ORCA input:
```
! RIJCOSX wB97M-V def2-TZVPD def2/J DEFGRID3
* xyz 0 1
C 2.872 -0.751 -0.049
N 2.160 0.331 -0.074
N 0.972 0.461 0.194
C -0.102 0.397 -0.525
C -1.487 0.840 0.060
P -2.737 -0.494 -0.161
H 3.971 -0.524 0.045
H 2.624 -1.764 -0.075
H 0.048 0.142 -1.562
H -1.835 1.835 -0.365
H -1.270 0.961 1.051
H -3.319 -0.036 0.990
H -1.896 -1.398 0.470
*
```

---

2 | The following is a quantum chemistry calculation of a single C3H7N2P molecule, from the Open Molecules 2025 dataset.

Computed properties:
**SMILES string**: PN1CCC=N1
**Highest occupied orbital energy**: -0.300 Eh
**Orbital gap**: 8.946 eV

Geometry as ORCA input:
```
! RIJCOSX wB97M-V def2-TZVPD def2/J DEFGRID3
* xyz 0 1
P -2.503 0.045 -0.232
N -0.766 0.140 0.476
C 0.201 -0.886 0.057
C 1.370 0.077 -0.328
C 0.815 1.514 -0.213
N -0.374 1.435 0.183
H -2.701 1.181 0.684
H -2.613 -1.189 0.505
H 0.036 -1.583 -0.831
H 0.448 -1.309 0.977
H 1.791 -0.154 -1.358
H 2.069 -0.055 0.553
H 1.255 2.426 -0.422
*
```

---

Which of them is the most stable? Correct choice: 2.

---

1 | The following is a quantum chemistry calculation of 6 unconnected molecules or ions with the total composition C7H23NO5, from the Open Molecules 2025 dataset.

Computed properties:
**SMILES string**: C=C/C(N)=C(\C)CC.O.O.O.O.O
**Highest occupied orbital energy**: -0.316 Eh
**Orbital gap**: 9.122 eV

Geometry as ORCA input:
```
! RIJCOSX wB97M-V def2-TZVPD def2/J DEFGRID3
* xyz 0 1
C -2.900 -0.102 0.788
C -1.875 -0.932 0.562
C -1.322 -1.345 -0.751
N -1.111 -2.775 -0.712
C -0.987 -0.449 -1.684
C -0.910 1.023 -1.580
C -0.553 -1.002 -3.054
C 0.962 -0.816 -3.314
H -3.574 0.384 0.142
H -3.299 -0.118 1.826
H -1.290 -1.315 1.449
H -0.368 -3.269 -1.164
H -1.981 -3.243 -0.807
H -1.148 1.585 -0.632
H -1.538 1.498 -2.336
H 0.141 1.352 -1.596
H -0.971 -0.301 -3.748
H -0.985 -1.986 -3.118
H 1.363 -1.731 -3.708
H 1.208 0.038 -3.915
H 1.436 -0.657 -2.372
O -0.771 3.140 2.419
H 0.080 3.054 1.963
H -1.434 2.926 1.760
O 1.664 2.692 0.995
H 2.514 3.146 0.993
H 1.841 1.904 1.568
O 2.316 1.276 3.038
H 1.664 1.589 3.676
H 2.220 0.292 3.137
O 2.090 -1.440 3.218
H 2.835 -1.417 2.548
H 1.494 -1.905 2.618
O 1.266 -0.564 0.750
H 0.510 -0.909 0.270
H 1.413 0.377 0.774
*
```

---

2 | The following is a quantum chemistry calculation of 6 unconnected molecules or ions with the total composition C7H23NO5, from the Open Molecules 2025 dataset.

Computed properties:
**SMILES string**: C=C/C(N)=C/CCC.O.O.O.O.O
**Highest occupied orbital energy**: -0.277 Eh
**Orbital gap**: 7.907 eV

Geometry as ORCA input:
```
! RIJCOSX wB97M-V def2-TZVPD def2/J DEFGRID3
* xyz 0 1
C -1.028 -1.904 -2.196
C -1.827 -1.158 -1.444
C -1.356 -0.825 -0.072
N -1.681 -1.667 0.975
C -0.579 0.268 0.158
C -0.764 1.191 1.341
C 0.442 1.391 2.325
C 1.838 1.082 1.739
H -1.342 -2.390 -3.093
H -0.102 -2.303 -1.836
H -2.834 -0.823 -1.598
H -1.992 -2.583 0.671
H -1.035 -1.751 1.746
H 0.133 0.590 -0.566
H -1.526 0.675 1.941
H -1.122 2.181 0.903
H 0.348 2.410 2.736
H 0.149 0.754 3.145
H 2.289 0.293 2.405
H 2.452 2.020 1.744
H 1.642 0.711 0.736
O -2.810 1.857 -1.889
H -3.301 1.645 -1.098
H -1.863 1.720 -1.865
O 2.674 0.309 -1.741
H 3.041 0.560 -0.881
H 2.320 1.160 -2.035
O 0.879 -2.966 2.275
H 1.373 -2.275 2.711
H 1.312 -3.520 1.622
O 0.363 2.859 -2.768
H -0.037 3.311 -2.015
H 0.060 1.970 -2.981
O 1.319 -1.973 -0.444
H 1.092 -1.587 0.405
H 1.479 -1.232 -1.057
*
```

---

Which of them is the most stable? Correct choice: 1.